# 1
113
Properties=species:S:1:pos:R:3 method="wB97M-V/def2-TZVPD" charge=0 homo_energy_ev=-7.25 total_energy_ha=-10504.46257 lumo_energy_ev=-0.7 de_lowest_kj_mol=179.8
Ba -1.625 -1.777 -0.484
Se 5.206 -6.256 1.873
As 1.511 5.096 1.304
Cl -1.132 1.208 6.836
Cl -2.630 0.951 1.640
Cl -1.265 -3.503 4.119
Cl -1.810 2.636 4.109
Cl -0.821 -1.920 6.763
S -4.345 -0.200 -1.055
P 0.080 1.336 -0.993
F 0.046 -3.047 -3.907
F -1.399 -1.624 -3.075
F -2.062 -3.298 -4.423
O -2.305 -1.891 2.078
N 4.583 -4.623 2.168
N -0.214 -4.465 -0.312
N 3.843 -6.692 0.825
N -4.278 0.115 -3.745
N -4.504 -2.012 -2.975
N -3.663 -4.042 -0.405
N 0.733 -2.209 0.824
C -2.021 2.626 -2.098
C 2.259 7.183 -0.669
C -1.594 -1.811 4.273
C 4.235 4.322 0.633
C 4.392 0.030 -2.044
C -8.014 -5.020 1.400
C -1.679 0.913 4.198
C 1.753 -5.679 0.135
C 2.834 9.479 -0.026
C -0.667 -5.498 -1.005
C 1.270 -6.785 -0.559
C -1.186 -3.127 -3.344
C 1.546 -3.275 0.761
C 3.160 4.146 1.437
C 0.888 4.032 -0.268
C -6.775 -4.457 1.002
C 1.815 0.971 -1.498
C 2.539 7.786 1.640
C 2.921 1.644 -0.916
C 3.568 -4.458 1.435
C 4.498 2.506 2.699
C 5.557 2.665 1.826
C -7.260 -7.209 0.583
C 2.861 9.110 1.300
C -5.865 -5.238 0.351
C -2.153 0.196 3.111
C 4.211 1.139 -1.238
C -4.604 -4.573 -0.029
C 3.368 3.304 2.576
C -1.260 -1.086 5.412
C -0.651 3.555 -4.346
C -0.022 2.664 -3.479
C -2.071 -1.184 3.128
C 0.023 -6.636 -1.191
C -1.333 0.245 5.405
C -0.678 2.261 -2.333
C 2.198 6.823 0.648
C 1.150 -1.068 1.337
C 2.057 -0.145 -2.290
C 3.339 -0.664 -2.567
C -2.700 3.406 -3.045
C 0.377 2.707 0.276
C 2.829 -3.220 1.366
C 3.250 -1.975 1.855
C 0.984 -4.517 0.188
C 3.083 -5.645 0.746
C -1.971 3.917 -4.116
C 2.378 -0.938 1.933
C -8.221 -6.412 1.247
C 5.408 3.583 0.811
C 2.593 8.492 -0.987
C -4.380 -0.709 -2.671
C -6.129 -6.575 0.110
H 2.094 6.433 -1.424
H -3.995 -2.417 -3.747
H 3.176 10.448 -0.376
H 6.235 3.685 0.132
H 1.068 2.451 -3.591
H -6.685 -3.427 1.258
H 4.275 -1.897 2.185
H 2.742 8.722 -2.047
H 3.186 9.843 2.014
H -8.684 -4.361 1.924
H 1.048 2.262 1.059
H 2.828 2.535 -0.327
H -0.618 2.915 0.693
H -9.139 -6.842 1.612
H -3.711 3.660 -2.887
H 6.488 2.149 1.971
H 4.205 4.862 -0.285
H 5.459 -0.323 -2.193
H 3.479 -1.522 -3.136
H -0.143 4.049 -5.115
H 1.239 -0.736 -2.648
H -5.372 -7.102 -0.445
H -2.497 2.245 -1.180
H -1.556 -5.307 -1.550
H 0.402 -0.229 1.516
H 5.064 1.677 -0.772
H 2.499 7.495 2.677
H -4.114 1.134 -3.571
H 0.105 4.531 -0.833
H -4.415 -2.602 -2.125
H -3.928 -0.132 -4.652
H -7.479 -8.227 0.285
H 1.852 -7.708 -0.586
H 2.783 0.017 2.349
H -0.382 -7.456 -1.760
H 1.755 3.913 -0.858
H 4.528 1.922 3.603
H 2.579 3.139 3.299
H -2.434 4.614 -4.743

---

# 2
185
Properties=species:S:1:pos:R:3 method="wB97M-V/def2-TZVPD" charge=0 homo_energy_ev=-6.28 total_energy_ha=-6560.28139 lumo_energy_ev=-2.0
P -5.037 -3.765 -0.201
P 4.791 -2.018 3.630
P -0.164 1.574 6.537
P -2.575 5.453 2.410
P -0.426 -5.779 -4.429
P -3.993 -0.315 -5.951
O 0.401 -4.394 -4.452
O -3.910 -3.598 0.734
O -2.413 -0.364 -6.313
O 1.303 -6.093 1.392
O 0.726 -2.560 1.565
O -2.146 -2.205 2.214
O -4.583 -1.443 -6.861
O -1.683 2.075 6.541
O -3.833 5.909 3.307
O 0.141 -6.600 -5.684
O 2.614 -6.736 -0.078
O -1.882 -5.626 -4.532
O 1.260 6.892 3.801
O 6.493 1.442 -0.940
O -6.428 -3.787 0.532
O -3.948 -1.038 -4.497
O 0.620 2.979 6.670
O 0.096 -6.396 -3.024
O -2.340 4.047 3.137
O 4.744 2.676 -0.175
O 4.524 -0.549 4.192
O 6.615 3.564 -1.063
O 3.688 -2.973 3.877
O -3.275 5.034 1.040
O -4.673 0.963 -6.103
O -5.058 -5.088 -1.062
O 3.061 -5.278 1.347
O 1.634 5.859 1.974
O 6.109 -2.484 4.480
O -1.444 6.398 2.350
O 0.962 2.908 -3.559
O -5.104 -2.621 -1.331
O 0.164 0.887 5.273
O 0.242 0.773 7.868
O 5.167 -1.792 2.097
O 1.804 8.154 2.041
O -1.138 3.314 -3.801
O -0.213 3.697 -1.753
N 0.157 -1.767 0.563
C 6.834 -3.598 3.929
C -0.360 -3.819 -0.736
C 1.372 -7.065 -3.065
C -0.338 0.572 -0.398
C -2.734 1.455 5.813
C -1.504 0.324 -5.459
C 0.218 -2.373 -0.775
C -2.509 3.651 -3.569
C 5.894 0.174 -0.592
C 6.266 4.853 -0.585
C 2.165 -5.667 0.472
C -3.997 -5.464 -1.936
C -0.674 -1.536 -1.757
C -5.907 -1.860 -6.721
C 1.962 0.155 0.498
C 0.460 -0.263 0.637
C 5.050 -0.269 -1.782
C 0.084 -3.331 -5.360
C -2.480 4.935 -0.125
C -4.300 7.217 3.138
C 0.923 7.966 4.665
C 5.171 -2.919 1.184
C 0.363 1.485 9.084
C -3.176 2.515 -2.791
C 3.241 -0.015 3.849
C 5.846 2.557 -0.665
C -0.140 3.349 -2.903
C 2.129 2.672 -2.802
C 1.628 7.063 2.528
C -0.327 -0.076 -1.773
C 1.893 4.171 0.395
C -5.006 -1.279 -0.871
C -3.585 -2.420 -4.369
C 1.918 2.961 6.096
C -0.972 3.595 3.282
C 1.665 -2.462 -1.334
C 0.101 0.304 2.018
C -0.652 -7.310 -6.638
C 1.935 5.687 0.594
C -6.767 -4.862 1.422
Be 1.730 -4.266 3.437
H 1.926 -3.477 -1.639
H -3.219 2.343 5.403
H 7.018 5.585 -0.870
H 2.441 -2.095 -0.666
H 6.151 4.800 0.496
H 1.847 -7.255 -4.028
H -1.322 -2.283 1.669
H 2.500 3.651 -2.503
H 2.224 0.413 -0.532
H 2.554 2.082 6.231
H -2.501 3.954 -0.590
H 1.686 2.833 5.035
H -4.471 -2.979 -4.079
H 1.773 -1.890 -2.260
H -3.658 1.754 -3.410
H 2.079 -6.370 -2.609
H 2.522 3.844 6.289
H -3.060 -5.096 -1.515
H -0.307 -4.148 -1.773
H 0.106 1.393 1.941
H -5.604 -1.197 0.038
H 0.993 7.624 5.695
H 6.772 -0.466 -0.524
H -2.828 -2.770 1.783
H 0.623 0.066 -2.297
H -1.384 -3.799 -0.348
H -5.914 -5.540 1.461
H 2.656 -0.651 0.738
H -1.496 5.378 0.040
H -1.021 0.488 -2.403
H -1.362 0.799 -0.086
H 2.491 -0.038 4.635
H 2.178 1.073 1.046
H -0.395 4.141 4.027
H -2.571 1.933 -2.098
H -2.838 5.684 -0.838
H 0.809 -3.382 -6.173
H 5.351 5.200 -1.067
H -3.704 7.919 2.548
H 1.870 2.058 -1.939
H 0.194 -2.361 -4.881
H 4.748 -1.293 -1.549
H -0.645 -0.200 -5.036
H 4.064 0.200 -1.861
H 0.115 1.560 -0.496
H -0.532 -6.869 -7.629
H 6.105 -4.298 3.521
H -2.742 -2.507 -3.684
H -0.906 -3.511 -5.781
H 0.728 2.497 8.930
H 7.248 -4.013 4.847
H 0.903 3.725 0.316
H 1.491 8.850 4.383
H 5.063 -3.940 1.541
H -2.313 0.961 4.938
H -5.311 7.342 2.749
H -3.179 -2.704 -5.340
H -0.912 0.134 2.394
H 0.081 -4.528 -0.037
H -1.026 2.534 3.514
H 2.375 3.690 1.247
H -1.099 1.129 -6.070
H 2.893 6.125 0.315
H -3.357 0.884 6.497
H -1.710 -1.547 -1.402
H -7.122 -4.489 2.379
H -1.937 -2.631 3.060
H -2.008 0.681 -4.561
H 7.661 -3.362 3.261
H -4.273 7.762 4.085
H -3.804 -6.533 -1.808
H -2.626 4.546 -2.952
H 3.447 0.968 3.421
H 2.376 3.927 -0.547
H -3.995 -1.024 -0.544
H -3.043 3.982 -4.457
H -4.135 -5.357 -3.009
H 1.318 -7.978 -2.479
H 5.469 -0.083 -2.769
H -5.294 -0.641 -1.703
H -6.246 -2.201 -7.699
H -6.004 -2.632 -5.958
H 6.142 -2.718 0.728
H -0.132 -8.263 -6.729
H -0.503 3.732 2.307
H 2.833 -0.499 2.959
H -1.711 -7.284 -6.390
H 0.792 0.050 2.820
H -7.542 -5.486 0.976
H 4.403 -2.707 0.442
H -0.151 8.088 4.509
H -0.662 -1.929 -2.775
H -0.574 1.461 9.645
H 1.196 6.073 -0.113
H 2.813 2.120 -3.443
H -4.029 2.915 -2.237
H -6.607 -1.052 -6.501
H 5.269 0.092 0.296
H 1.012 0.899 9.735

---

# 3
15
Properties=species:S:1:pos:R:3 method="wB97M-V/def2-TZVPD" charge=+1 homo_energy_ev=-15.73 total_energy_ha=-321.18056 lumo_energy_ev=-4.3 smiles=CC[n+]1cnc[nH]1 de_lowest_kj_mol=290.8
N -1.141 -2.387 -0.106
N -0.023 -0.499 0.126
N -0.489 -0.586 -1.111
C -0.544 -1.579 0.752
C 0.577 2.054 0.408
C -1.280 -1.722 -1.215
C 0.795 0.577 0.566
H -0.439 2.232 0.782
H 1.722 0.475 0.123
H 1.229 2.619 1.085
H -1.580 -2.124 -2.143
H 0.679 2.363 -0.682
H 0.972 0.434 1.595
H -0.259 -1.895 1.769
H -0.218 0.034 -1.949

---

# 4
154
Properties=species:S:1:pos:R:3 method="wB97M-V/def2-TZVPD" charge=0 homo_energy_ev=-7.89 total_energy_ha=-7438.31963 lumo_energy_ev=0.4
S -6.284 0.963 -2.851
S -13.529 6.083 4.544
S -8.108 3.259 6.527
S 3.304 -8.082 -1.676
S -5.315 3.020 2.548
S 11.257 -2.618 -0.586
S 6.335 2.754 5.623
S 3.581 -4.119 1.625
S -7.784 4.733 -3.929
S -1.014 -10.739 -4.251
S 11.381 -1.455 -6.339
P 4.141 4.055 0.391
O 0.129 -10.007 -3.640
O 2.102 2.199 -0.319
O -5.111 1.781 -2.442
O 3.623 -7.682 -0.277
O 2.522 -3.076 1.532
O 5.509 4.955 0.076
O -8.284 3.337 -3.861
O 5.025 1.327 -3.806
O -7.170 4.153 5.788
O 6.020 2.180 4.290
O 12.014 -1.179 -5.022
O -12.670 5.412 5.556
O -5.586 2.157 1.365
O 11.016 -4.065 -0.842
O 6.650 2.741 -1.719
N 4.470 3.636 2.028
N 3.239 1.823 -2.415
N 7.534 0.484 -1.386
C 4.282 -4.014 3.278
C -1.791 -11.683 -2.934
C 3.214 1.624 -0.954
C -5.498 1.978 4.000
C 1.820 -7.190 -2.155
C -5.637 -0.554 -3.576
C 5.225 2.764 -1.799
C -6.260 4.687 -4.878
C 4.867 3.640 6.163
C 6.200 1.415 6.814
C -6.806 3.981 2.806
C 2.523 -9.693 -1.607
C -2.749 1.540 0.334
C -13.888 4.866 3.271
C 4.562 1.865 -2.839
C -1.649 2.320 -0.446
C -1.866 2.098 -1.973
C 9.723 -0.764 -6.275
C 2.750 -5.689 1.876
C 5.182 -0.659 0.963
C -7.682 3.379 8.268
C 9.925 -1.708 -1.377
C 10.868 -3.178 -6.320
C 7.142 1.539 -1.636
C 4.448 2.416 -0.506
C -6.918 0.196 -1.356
C -9.674 4.122 6.643
C 0.849 1.999 -0.963
C 12.526 -2.082 -1.737
C -12.447 7.101 3.532
C 0.083 2.684 1.327
C -0.325 -12.153 -5.119
C -8.766 5.586 -5.173
C 4.225 -0.343 0.315
C -0.273 1.840 0.078
C 3.214 0.088 -0.651
H 9.814 0.319 -6.234
H 2.710 1.154 -2.962
H 2.055 -5.601 2.713
H 10.278 -3.374 -5.425
H 12.644 -1.001 -1.670
H 1.696 -9.668 -0.897
H -14.412 5.349 2.446
H -1.037 -12.272 -2.412
H -6.462 -1.238 -3.776
H 5.382 4.018 2.274
H -7.707 -0.509 -1.621
H -1.962 3.054 -2.488
H 3.377 -0.459 -1.583
H -5.914 5.705 -5.060
H -8.770 5.007 -6.097
H 2.159 -9.957 -2.597
H 3.269 -10.417 -1.279
H -5.521 4.147 -4.285
H -6.449 1.446 3.951
H 4.599 2.629 2.117
H 3.481 -4.043 4.017
H -0.836 2.884 1.882
H 9.210 -1.124 -5.384
H -11.615 6.499 3.165
H 0.804 2.157 1.947
H -5.144 -0.294 -4.511
H 5.177 1.886 0.115
H 4.819 -3.070 3.354
H 7.008 0.713 6.619
H 0.486 3.651 1.026
H -5.454 2.594 4.897
H 9.176 -1.051 -7.174
H 10.287 -3.393 -7.217
H -2.301 1.154 1.256
H -6.432 4.166 -5.819
H 4.974 -4.843 3.429
H -0.343 0.786 0.357
H -4.676 1.264 3.999
H -12.958 4.416 2.922
H 10.128 -0.640 -1.321
H -1.128 1.445 -2.439
H -9.516 5.122 7.046
H 11.766 -3.793 -6.310
H 2.209 -5.931 0.968
H 13.462 -2.569 -1.467
H 4.952 3.764 -2.146
H -2.250 -10.978 -2.244
H -3.596 2.175 0.580
H 6.299 1.817 7.822
H -6.730 4.534 3.737
H 0.330 -12.710 -4.449
H -3.081 0.670 -0.231
H 5.307 5.586 -0.622
H -6.701 2.928 8.406
H 3.488 -6.467 2.066
H -8.350 6.579 -5.345
H -7.652 4.427 8.564
H -13.015 7.516 2.699
H 5.005 3.975 7.191
H -2.557 -12.332 -3.358
H -2.833 1.608 -2.082
H -12.071 7.909 4.155
H 9.840 -2.024 -2.417
H 6.057 -0.993 1.467
H -1.739 3.387 -0.233
H -4.918 -1.013 -2.896
H -10.354 3.558 7.281
H 8.999 -1.926 -0.851
H -7.322 0.984 -0.725
H 1.480 -7.551 -3.125
H -14.524 4.101 3.710
H 2.072 -6.132 -2.219
H -6.903 4.673 1.970
H 0.858 1.106 -1.599
H 12.240 -2.364 -2.749
H -9.781 5.677 -4.792
H -10.098 4.196 5.644
H 3.998 2.987 6.085
H 0.247 -11.779 -5.965
H -6.109 -0.311 -0.831
H 4.738 4.500 5.511
H -7.667 3.312 2.833
H 5.239 0.915 6.693
H -8.420 2.835 8.858
H 2.235 -0.223 -0.278
H -1.135 -12.787 -5.478
H 0.645 2.844 -1.629
H 1.045 -7.341 -1.402

---

# 5
9
Properties=species:S:1:pos:R:3 method="wB97M-V/def2-TZVPD" charge=0 homo_energy_ev="-8.26 / -8.87" total_energy_ha=-1774.95984 lumo_energy_ev="-1.3 / -1.5" de_lowest_kj_mol=534.1
Cl 2.550 -3.000 -0.613
Cl -0.819 -0.382 2.508
S 0.418 -0.290 -0.447
P 2.615 -1.348 -1.641
O 0.073 0.736 -1.403
C 0.134 0.738 1.393
H -0.362 1.711 1.128
H 1.619 -1.724 -2.757
H 1.056 0.779 1.957

---

# 6
16
Properties=species:S:1:pos:R:3 method="wB97M-V/def2-TZVPD" charge=0 homo_energy_ev=-10.87 total_energy_ha=-159.54723 lumo_energy_ev=1.1 smiles=CC.CC de_lowest_kj_mol=99.1
C -0.043 1.501 2.490
C -0.224 -1.648 -1.122
C -0.544 -1.343 -2.575
C 0.857 1.321 1.272
H -0.567 2.434 2.396
H 1.663 2.077 1.171
H -0.651 -2.556 -0.634
H 0.397 1.331 0.247
H 0.864 -1.629 -0.852
H -1.550 -1.577 -2.949
H 1.254 0.306 1.288
H 0.335 -1.385 -3.345
H -0.786 -0.193 -2.633
H -0.786 0.703 2.408
H -0.673 -0.746 -0.558
H 0.455 1.404 3.397